A molecular structure, C53H48AsBGeN8Pt at a distorted geometry, computed with ωB97M-V/def2-TZVPD.

Atoms and positions in Å:
C -2.408 0.228 -4.661
N 0.720 -1.913 3.618
H -4.994 -1.806 -5.434
C -4.452 5.436 0.808
H 5.274 -1.024 0.898
H 4.073 -3.201 1.972
H -2.735 3.907 -3.860
C 2.356 4.550 0.214
H -3.247 6.380 3.816
H -2.890 -1.269 0.417
H 0.978 -2.136 -0.680
C 2.271 1.328 -3.090
C 1.455 3.206 -4.928
H -3.997 -2.514 1.047
C -0.722 0.659 -0.629
C 3.082 -6.178 5.752
H -2.118 -2.124 -2.291
C -3.508 -0.264 -5.342
H 1.127 3.919 -5.672
C -1.889 -0.432 -3.558
H -4.127 -2.992 -3.457
C 3.179 -0.272 0.877
H 1.616 4.338 -1.785
H -0.633 4.531 -2.745
H 1.213 -2.933 5.383
H -3.757 3.769 -0.339
C 2.141 4.296 1.560
C -0.821 3.084 -1.190
H -0.052 -5.413 2.143
C 1.425 4.160 -0.734
N 2.304 -2.053 1.723
H 4.221 2.192 -3.298
H -1.209 1.345 5.571
H -3.392 -2.636 -0.607
C 0.927 1.372 -3.447
C 1.000 3.611 1.965
H -4.964 7.013 2.167
H -5.192 5.728 0.073
C -1.818 -4.435 1.230
C -2.520 -1.601 -3.149
C -3.633 -2.092 -3.805
C -4.126 -1.424 -4.915
C -1.230 3.723 -2.341
C 0.542 2.327 -4.374
C 2.754 -5.573 4.430
N 2.135 -4.408 4.364
H -1.952 1.145 -4.994
C -2.674 3.964 1.495
C -3.136 -2.332 0.406
H 3.263 5.061 -0.092
H 3.487 3.885 -4.933
H 2.856 4.630 2.300
H -0.492 2.402 -4.671
Ge -0.288 0.102 -2.453
H 3.701 1.152 -0.624
C 3.243 1.118 0.362
H 0.843 3.393 3.017
C 3.184 2.228 -3.605
H -0.058 -0.823 6.571
H 2.231 1.515 0.303
H -2.026 0.976 4.034
C 2.994 -6.062 3.136
C -2.863 1.689 -1.311
C -0.303 -0.208 4.448
N 0.079 -0.772 3.308
H 2.655 -4.809 -3.580
C 0.745 -2.073 4.951
C 0.261 3.499 -0.335
H 2.169 -6.328 6.327
C 4.231 -1.175 1.096
C 1.873 -3.568 -2.017
C -3.357 5.802 2.907
C -2.419 3.381 -2.970
H 3.835 1.740 1.033
H 2.223 -4.221 -1.228
C -1.056 1.071 4.529
H -2.545 -5.213 1.114
H -4.187 2.152 -2.903
C -3.239 2.375 -2.427
C -1.955 -3.075 0.916
C 2.469 -5.098 2.306
C 2.111 -3.905 -3.339
C 1.187 -2.407 -1.706
C -3.645 4.337 0.576
N 1.958 -4.111 3.075
As -1.607 2.248 1.350
H 2.593 0.563 -2.397
C -2.551 4.704 2.668
B 1.267 -2.861 2.529
H 3.725 -5.507 6.320
C 0.070 3.197 1.032
H -3.469 0.881 -0.916
H -1.796 4.413 3.394
H -3.886 0.260 -6.211
H 0.627 -1.267 -4.825
Pt -0.271 -0.118 1.171
C 0.103 -1.003 5.526
C 1.667 -3.074 -4.355
H 1.848 -3.334 -5.390
C -0.549 -4.549 1.748
C 0.988 -1.916 -4.035
C -1.579 1.931 -0.647
N -0.835 -2.448 1.219
H 3.586 -7.132 5.626
H 3.477 -6.980 2.862
N 0.030 -3.331 1.725
N 2.043 -0.824 1.261
H 2.426 -5.053 1.234
H -0.503 1.862 4.018
C -4.316 6.169 1.975
C 3.630 -2.285 1.638
C 2.778 3.175 -4.529
C 0.743 -1.567 -2.713

Gap between HOMO and LUMO (spin up / spin down), eV: 4.340 / 4.322
ΔE to the lowest compared entry with this formula, charge and spin, kJ/mol: 424.6
2S+1: 2
Lowest unoccupied orbital energy (spin up / spin down), eV: 1.739 / 1.751
<S²>: 0.759
Total charge: -1